Entry 1:
{
  "formula": "C3H5BrF2",
  "method": "ωB97M-V with the def2-TZVPD basis set",
  "symbols": ["C", "C", "C", "F", "F", "Br", "H", "H", "H", "H", "H"],
  "coordinates": [[0.27445, -2.01923, 0.01375], [-0.59731, 1.10433, -0.41884], [0.36824, 0.65179, 0.46411], [0.10989, 0.63224, 1.79245], [1.73104, 0.98479, 0.35740], [-0.82794, 3.26510, -0.42563], [0.17336, -2.29400, 1.07066], [-0.59864, -1.70247, -0.58919], [1.14082, -2.24850, -0.54759], [-0.24976, 1.03204, -1.42959], [-1.52413, 0.59392, -0.28753]],
  "forces_ev_per_angstrom": [[-1.436, -0.591, 0.022], [0.375, 0.867, -1.252], [3.349, 2.114, 3.152], [0.012, -0.477, -1.517], [-2.928, -0.885, -0.396], [-0.108, -0.945, 0.258], [0.057, 0.230, -0.653], [0.578, -0.245, 0.745], [0.840, -0.202, -0.185], [0.103, -0.139, -0.464], [-0.842, 0.272, 0.289]],
  "mulliken_charge": [-0.92, -0.73, 0.54, -0.22, -0.25, -0.20, 0.34, 0.29, 0.33, 0.41, 0.42],
  "gap_ha": [0.3195, 0.3041],
  "s2": 2.020,
  "e_lumo_ev": [0.54, -2.09],
  "spin_multiplicity": 3,
  "e_homo_ha": [-0.2995, -0.3808],
  "relative_energy_ev": 0.000,
  "charge": 0
}


Entry 2:
{
  "formula": "C21H20MoN4O3",
  "method": "ωB97M-V with the def2-TZVPD basis set",
  "symbols": ["Mo", "C", "C", "C", "C", "C", "C", "N", "C", "C", "C", "C", "C", "C", "N", "N", "C", "C", "C", "C", "C", "N", "H", "H", "H", "H", "H", "H", "H", "H", "H", "H", "H", "H", "H", "C", "C", "C", "O", "C", "O", "O", "H", "H", "H", "H", "H", "H", "H"],
  "coordinates": [[0.51458, -0.15848, 0.09711], [4.73817, 0.51047, -2.62737], [4.05010, 1.66132, -2.25517], [3.18604, 1.63928, -1.17595], [3.02743, 0.45050, -0.45377], [3.71050, -0.71537, -0.84067], [4.55546, -0.68152, -1.93504], [2.20591, 0.39224, 0.69838], [2.56499, 0.55252, 2.03080], [3.72119, 1.07481, 2.57101], [3.83852, 1.09459, 3.95672], [2.83900, 0.59265, 4.79696], [1.68427, 0.05729, 4.26636], [1.55329, 0.05028, 2.87868], [0.53449, -0.51561, 2.12758], [-0.33228, -1.24167, 2.69399], [-1.20761, -1.79829, 1.79964], [-2.25715, -2.60039, 2.22708], [-3.12984, -3.11125, 1.28599], [-2.92728, -2.80544, -0.05903], [-1.85202, -2.02635, -0.42114], [-0.98373, -1.52147, 0.48031], [5.43355, 0.54305, -3.45549], [4.19545, 2.57822, -2.81061], [2.64404, 2.52620, -0.86569], [3.60911, -1.61042, -0.23686], [5.08539, -1.57368, -2.23993], [4.50638, 1.45903, 1.93345], [4.73295, 1.51340, 4.39846], [2.97477, 0.61562, 5.86858], [0.89041, -0.33511, 4.88699], [-2.35739, -2.79239, 3.28636], [-3.95762, -3.74052, 1.58363], [-3.59989, -3.17283, -0.82065], [-1.66166, -1.78836, -1.45748], [0.30897, 1.97096, -3.66711], [-0.52960, 1.31356, -2.58892], [-1.97283, 1.08904, -3.01265], [0.07677, 0.03162, -2.17984], [-0.52609, 2.14723, -1.29188], [-0.48746, 3.33330, -1.26113], [-0.58828, 1.35326, -0.20393], [0.10580, 1.52999, -4.64343], [1.37007, 1.87348, -3.43955], [0.05748, 3.02917, -3.71051], [-2.01780, 0.45276, -3.89936], [-2.43081, 2.04408, -3.26742], [-2.55635, 0.63852, -2.20783], [0.02126, -0.57502, -2.92676]],
  "forces_ev_per_angstrom": [[0.132, 1.120, -2.532], [-0.012, -0.043, 0.014], [0.007, 0.020, -0.091], [-0.208, -0.046, 0.222], [0.713, -0.209, -0.264], [-0.080, 0.166, 0.126], [-0.027, -0.013, -0.071], [0.163, 0.146, -0.447], [-0.477, -0.247, 0.772], [0.049, 0.020, -0.269], [-0.053, -0.023, 0.078], [0.038, 0.006, -0.032], [-0.194, -0.034, -0.091], [0.777, 0.310, 0.002], [-0.827, -0.340, 1.370], [0.739, 0.396, 0.355], [-0.666, -0.293, -0.834], [0.450, 0.303, 0.239], [-0.044, 0.000, -0.411], [-0.191, -0.156, 0.284], [0.310, 0.066, -0.047], [-1.122, -1.149, 0.398], [-0.042, 0.014, -0.030], [0.005, 0.014, 0.028], [0.059, 0.034, 0.003], [0.014, -0.028, -0.032], [0.021, 0.012, 0.031], [0.011, -0.003, 0.023], [0.007, -0.009, -0.010], [0.008, 0.041, -0.001], [0.048, -0.008, 0.042], [-0.029, -0.014, -0.010], [-0.004, 0.022, 0.030], [0.023, -0.007, -0.017], [-0.004, 0.024, -0.007], [0.015, -0.098, 0.046], [-0.154, 0.456, 0.100], [0.010, -0.098, 0.059], [-0.005, 0.020, 0.568], [0.335, 0.196, -1.080], [-0.143, -0.284, 0.208], [0.065, -0.096, 1.279], [0.027, -0.044, 0.019], [-0.004, 0.043, -0.005], [-0.018, 0.000, -0.013], [0.012, 0.001, 0.013], [0.032, 0.018, -0.013], [-0.007, -0.001, -0.020], [0.241, -0.207, 0.016]],
  "mulliken_charge": [1.13, -0.41, -0.75, -0.36, -0.03, 0.10, -0.87, 0.17, 0.41, -0.66, -0.64, -0.68, -0.59, 0.62, 0.83, -1.16, 0.22, -0.34, -0.29, -0.83, -0.20, 0.04, 0.46, 0.49, 0.58, 0.53, 0.46, 0.52, 0.44, 0.43, 0.50, 0.53, 0.45, 0.44, 0.54, -1.53, 1.99, -1.79, -0.43, 0.10, -0.47, -0.63, 0.44, 0.25, 0.40, 0.47, 0.42, 0.42, 0.29],
  "gap_ha": [0.2220, 0.2132],
  "s2": 2.021,
  "e_lumo_ev": [-8.68, -9.07],
  "spin_multiplicity": 3,
  "e_homo_ha": [-0.5411, -0.5465],
  "relative_energy_ev": 0.025,
  "charge": 2
}


Entry 3:
{
  "formula": "C16H15Co2N2O6S",
  "method": "ωB97M-V with the def2-TZVPD basis set",
  "symbols": ["C", "C", "N", "C", "N", "C", "C", "C", "C", "S", "H", "H", "H", "H", "H", "H", "H", "H", "H", "H", "H", "H", "O", "C", "Co", "C", "O", "C", "O", "C", "C", "C", "Co", "C", "O", "C", "O", "C", "O", "H", "H", "H"],
  "coordinates": [[-2.82848, -2.90507, 0.03677], [-2.68198, -1.44991, -0.32197], [-1.31108, -0.82408, -0.14938], [-0.26485, -1.71498, -0.18103], [-0.45848, -3.06486, -0.31605], [-1.75848, -3.68016, -0.68395], [0.58835, -4.02716, -0.69631], [1.92027, -3.74617, 0.00066], [2.40761, -2.37262, -0.40072], [1.23744, -1.06519, 0.15534], [-2.76950, -3.12689, 1.10752], [-3.80185, -3.26272, -0.32110], [-2.90396, -1.34559, -1.37311], [-3.41882, -0.88978, 0.20346], [-1.73936, -4.73729, -0.34772], [-1.89213, -3.66640, -1.79647], [0.23260, -5.05133, -0.43787], [0.72402, -3.94898, -1.80646], [1.86929, -3.84177, 1.09654], [2.62818, -4.48873, -0.38956], [3.37403, -2.11652, 0.05248], [2.46381, -2.32061, -1.49773], [-1.70314, 5.14846, -2.38050], [-0.94233, 4.91581, -1.54426], [0.31617, 4.59129, -0.32848], [1.63141, 4.04948, -1.37249], [2.50504, 3.76854, -2.08071], [0.60962, 6.29000, 0.03889], [0.85168, 7.41362, 0.21648], [-0.76175, 3.13685, 0.72488], [-0.64558, 1.82033, 0.48626], [-1.31469, 0.48844, 0.21174], [0.81467, 2.53002, 1.31561], [2.19190, 1.78857, 0.50960], [3.17694, 1.44451, 0.00537], [1.02351, 1.82021, 2.95807], [1.14700, 1.36843, 4.01475], [1.77422, 4.09683, 1.44044], [2.58996, 4.80126, 1.87641], [-1.49276, 3.66515, 1.32494], [-1.28948, -0.14539, 1.22743], [-2.09898, 0.65439, -0.57777]],
  "forces_ev_per_angstrom": [[0.020, -0.604, -0.241], [0.822, 0.331, -0.091], [3.715, -10.024, -3.271], [-2.427, 0.690, -1.801], [-0.820, -2.520, 0.197], [0.657, 0.544, 0.150], [0.363, 0.667, 0.241], [0.087, -0.336, -0.387], [-0.522, 0.259, 0.016], [1.898, 0.750, 0.438], [0.055, 0.331, -0.120], [-0.029, 0.272, 0.124], [-0.096, 0.193, -0.541], [-0.165, 0.808, 0.612], [0.033, 0.651, -0.236], [-0.012, 0.048, 0.628], [0.206, 0.831, -0.242], [0.085, -0.323, 0.579], [-0.186, -0.013, -0.398], [0.031, 0.011, 0.218], [-0.343, 0.067, -0.183], [0.211, 0.136, 0.312], [0.422, 0.172, 0.187], [-0.444, -0.941, 0.580], [0.690, 0.071, -0.351], [0.947, -0.482, -1.081], [-0.761, 0.284, 0.603], [0.121, 1.079, 1.114], [-0.212, -1.005, -0.427], [-2.910, 0.072, -0.679], [-1.732, -4.536, -2.258], [-1.089, 7.086, 1.940], [5.199, 1.198, 1.144], [1.340, -0.557, -1.130], [-0.619, 0.088, 0.489], [-0.996, 0.312, 0.612], [0.260, 0.115, -0.671], [-0.134, 0.166, 1.161], [-0.317, -0.239, -0.507], [-0.568, 0.021, -0.426], [-1.842, 2.280, 2.117], [-0.937, 2.045, 1.580]],
  "mulliken_charge": [-0.67, -0.97, 0.98, -0.30, 0.45, -0.79, -0.62, -0.59, -0.72, -0.04, 0.32, 0.39, 0.36, 0.34, 0.36, 0.34, 0.31, 0.34, 0.26, 0.38, 0.36, 0.36, -0.43, 0.37, -0.04, 0.05, -0.38, 0.15, -0.41, 0.29, -1.35, -0.07, 0.10, -0.03, -0.45, -0.16, -0.31, 0.59, -0.50, 0.45, 0.14, 0.14],
  "gap_ha": 0.1249,
  "e_lumo_ev": 1.99,
  "e_homo_ha": -0.0518,
  "charge": -1
}